Computed, not measured: a 7-piece molecular cluster, C66H79FN9O14Si overall in a non-equilibrium geometry, with wB97M-V/def2-TZVPD.

```
170
Properties=species:S:1:pos:R:3:forces:R:3:mulliken_charge:R:1
C 0.07572 1.31573 4.71337 0.7 -0.7 -0.5 -1.17
C 0.41602 2.45635 3.59056 -0.6 -0.5 2.7 0.37
F 1.83304 2.54055 3.50811 -1.5 0.0 -0.7 -0.37
C -0.42138 2.29059 2.22648 -1.2 -0.4 2.0 -1.31
C -0.98094 3.76634 1.93113 1.1 1.8 -0.2 0.08
C -2.29397 4.21507 2.69934 -0.2 0.5 0.2 -1.03
C -3.00598 3.18979 3.67895 -1.4 1.5 0.6 0.19
O -4.13691 2.57616 2.99467 0.9 0.4 0.3 -0.09
C -3.62074 4.06871 4.91640 1.2 0.3 -1.0 -0.49
N -4.39684 3.25807 5.88856 0.7 1.0 -1.2 -0.60
O -1.14992 4.13524 0.54138 0.6 -1.7 -0.1 -0.39
C 0.03206 3.87180 -0.25306 1.2 0.0 -0.2 -0.90
C 1.05265 2.78939 0.43238 1.2 3.2 -0.8 -0.47
N 0.29666 1.64974 1.06195 -0.7 0.4 -1.7 1.36
C 1.08830 0.41867 1.40108 2.2 -3.0 1.7 0.30
C 2.68322 0.51516 1.34345 0.6 -0.7 -0.4 -0.81
C 3.36033 0.07787 -0.05023 1.4 0.4 0.6 0.10
C 4.97385 0.04205 0.24213 -0.8 0.6 0.2 -0.96
C 5.63651 1.32592 -0.45430 -0.2 -0.6 0.2 -0.36
C 7.05832 1.77550 0.14403 -0.2 1.2 -1.4 -0.58
C 7.98065 2.19153 -1.13892 -1.1 0.3 0.7 -0.48
C 9.11691 3.27144 -0.78774 0.9 -1.3 -0.5 -0.73
Si 8.98172 4.91824 -1.76652 0.2 0.5 -0.1 0.38
C 10.46880 6.11264 -1.37302 0.2 0.1 -0.6 -1.12
C 7.36151 5.82228 -1.23308 -0.4 0.6 0.1 -0.99
C 9.00849 4.69077 -3.67693 -0.2 -0.2 -4.3 0.45
C 9.34935 3.37741 -4.42439 -0.7 3.1 -2.2 -0.21
C 9.37099 3.34379 -5.99405 -0.9 3.5 1.6 -0.40
C 9.04045 4.64951 -6.78632 0.0 0.2 2.9 -0.43
C 8.70100 5.99354 -6.07808 0.8 -3.5 2.9 -0.56
C 8.68239 5.98110 -4.52578 0.7 -2.5 -1.8 -0.32
C -0.65896 1.19111 -0.04900 -3.4 -0.8 -2.9 0.53
C -2.22151 1.18821 0.15423 2.7 -1.2 -3.8 -0.13
C -2.98247 0.73655 -1.10768 4.0 0.6 0.7 -0.48
C -2.12849 0.40770 -2.33275 -1.2 0.0 0.6 -0.42
N -0.73171 0.39458 -2.56076 -1.7 1.6 4.8 -0.52
C 0.00653 0.80626 -1.42768 -2.4 0.1 1.3 -0.43
H -0.53003 0.44466 4.28027 0.7 1.3 0.6 0.34
H -0.48043 1.73961 5.61309 0.8 -0.5 -1.3 0.25
H 1.06443 0.84691 5.08953 -1.5 0.9 -0.6 0.37
H 0.06762 3.42254 4.12871 0.6 -1.3 -1.4 0.36
H -1.22353 1.52814 2.56582 1.1 1.4 -0.9 0.75
H -0.13821 4.48402 2.29155 -1.2 -1.3 -0.3 0.64
H -2.06921 5.17893 3.30131 -0.1 -1.6 -1.0 0.16
H -3.07276 4.54799 1.91027 1.4 -0.7 1.1 0.30
H -2.36456 2.36861 4.13818 -0.8 0.9 -0.9 0.09
H -4.76274 3.29120 2.69414 1.0 -1.0 0.3 -0.28
H -2.73565 4.64114 5.39679 -1.4 -1.1 -0.4 0.35
H -4.24573 4.88711 4.39832 0.8 -1.4 1.2 0.08
H -3.81450 2.45595 6.16312 -0.8 0.3 -0.2 0.34
H -5.25898 2.97508 5.40593 0.6 -0.3 0.5 0.29
H -0.21304 3.56806 -1.34038 -0.1 0.4 2.0 0.33
H 0.62962 4.84381 -0.31965 -0.6 -1.2 0.1 0.39
H 1.82434 2.50184 -0.35042 -1.3 -0.1 1.1 0.00
H 1.63864 3.43194 1.19619 -1.0 -1.7 -0.8 0.71
H 0.82377 -0.50682 0.75601 0.0 2.0 0.8 -0.11
H 0.84281 0.01643 2.46073 0.0 1.3 -1.7 0.29
H 3.14651 1.51205 1.63766 -0.9 -1.2 -0.3 0.10
H 3.08102 -0.24723 2.12030 -0.8 1.2 -1.2 0.53
H 3.24376 0.89514 -0.86361 -0.2 -1.5 1.1 0.05
H 3.05019 -0.95173 -0.42787 0.0 1.5 0.5 0.25
H 5.12953 0.11775 1.38375 -0.1 -0.2 -1.7 0.38
H 5.39765 -0.95813 -0.11653 -0.4 1.6 0.4 0.32
H 4.91875 2.22509 -0.33725 1.0 -1.4 -0.1 0.10
H 5.67129 1.09955 -1.58904 0.2 0.4 1.8 0.32
H 6.87357 2.76309 0.71928 0.4 -1.7 -0.6 0.24
H 7.55942 1.00913 0.82182 -0.7 1.0 -1.0 0.35
H 8.35754 1.22328 -1.60923 -0.2 1.4 0.5 0.30
H 7.23474 2.66580 -1.88656 1.2 -0.8 1.0 0.27
H 9.16595 3.50974 0.32771 -0.1 -0.4 -1.4 0.44
H 10.12892 2.79852 -1.10035 -1.4 0.8 0.8 0.29
H 10.89026 6.52059 -2.36752 -0.6 -0.7 1.6 0.30
H 10.09638 7.01254 -0.77320 0.8 -1.3 -0.6 0.31
H 11.30078 5.51933 -0.86027 -1.1 1.1 -0.5 0.26
H 7.68096 6.79799 -0.70486 -0.7 -1.4 -0.8 0.32
H 6.78705 5.18986 -0.47324 0.6 0.9 -1.1 0.20
H 6.69213 6.07627 -2.13597 0.9 -0.4 1.5 0.30
H 9.61544 2.45101 -3.82082 -0.4 1.3 -1.0 0.26
H 9.62891 2.39447 -6.57796 -0.4 1.5 1.1 0.39
H 9.06770 4.66835 -7.93584 0.0 -0.3 2.0 0.29
H 8.48071 6.97260 -6.62666 0.4 -1.8 0.7 0.31
H 8.44424 6.96544 -3.97486 0.4 -1.8 -0.9 0.23
H -2.72925 1.49590 1.12310 0.7 -0.4 -1.5 0.22
H -4.13270 0.69207 -1.13786 2.2 0.1 0.0 0.38
H -2.74410 0.10928 -3.26403 1.2 0.5 1.6 0.35
H 1.15179 0.85747 -1.54668 -2.1 -0.2 0.3 0.10
C 6.35366 -1.37385 -9.50248 0.0 0.0 0.0 -0.37
C 7.07234 -2.54724 -9.29334 0.0 0.2 0.1 -0.45
C 8.19508 -2.53964 -8.47244 0.0 -0.1 0.0 -0.34
C 8.58696 -1.34979 -7.86146 -0.7 0.0 -0.5 0.01
C 7.87591 -0.16996 -8.07290 0.0 0.1 0.0 -0.09
C 6.75609 -0.18658 -8.89765 0.1 -0.2 0.0 -0.54
N 9.75426 -1.34258 -6.97602 0.5 -0.1 0.3 1.02
O 10.36372 -2.39134 -6.82909 -0.4 0.6 -0.1 -0.59
O 10.05041 -0.28809 -6.43077 -0.2 -0.4 -0.3 -0.60
H 5.47440 -1.38486 -10.13963 0.1 0.0 0.1 0.37
H 6.75490 -3.46948 -9.76859 0.1 0.1 0.1 0.37
H 8.74631 -3.46058 -8.31765 0.0 0.2 0.1 0.43
H 8.17690 0.76107 -7.60512 0.1 -0.2 0.0 0.41
H 6.19372 0.72571 -9.06661 0.1 -0.1 0.0 0.38
C -3.77110 -5.33418 -1.88843 0.2 0.2 -0.2 -0.50
C -3.46867 -3.97576 -1.93616 0.2 -0.2 0.2 -0.67
C -2.43658 -3.46414 -1.15688 0.0 0.1 0.0 0.16
C -1.70964 -4.32505 -0.33503 -0.6 -0.2 -0.4 -0.21
C -2.01285 -5.68475 -0.27762 0.0 -0.1 0.0 -0.16
C -3.04795 -6.18633 -1.05815 0.1 0.2 0.0 -0.54
N -0.60693 -3.79595 0.46776 0.2 -0.2 0.2 1.02
O -0.38182 -2.59211 0.40559 0.0 -0.3 0.1 -0.64
O 0.03082 -4.58208 1.15224 -0.3 0.6 -0.3 -0.60
H -4.57179 -5.72988 -2.50103 0.2 0.1 0.1 0.50
H -4.03684 -3.31622 -2.58411 0.1 -0.1 0.1 0.42
H -2.21080 -2.40404 -1.20298 0.1 -0.2 0.1 0.46
H -1.45581 -6.36003 0.36212 0.0 0.2 -0.1 0.31
H -3.29003 -7.24288 -1.02315 0.1 0.2 0.0 0.45
C -6.22153 9.09032 0.62849 0.0 -0.1 0.0 -0.37
C -5.98029 8.02730 -0.23772 0.0 0.0 0.2 -0.64
C -5.86478 6.73494 0.26129 0.0 -0.1 -0.1 -0.23
C -5.99741 6.51765 1.63244 0.0 0.7 -0.3 0.17
C -6.23152 7.57893 2.50596 0.0 0.0 0.2 -0.26
C -6.34266 8.86813 1.99758 0.1 -0.2 -0.2 -0.65
N -5.90186 5.15725 2.15958 -0.4 0.4 -0.2 1.21
O -5.67797 4.24773 1.36484 0.0 0.3 0.5 -0.54
O -6.05692 4.99823 3.36068 -0.1 -0.2 -0.6 -0.60
H -6.31670 10.09749 0.23423 0.0 -0.1 0.1 0.39
H -5.88546 8.20703 -1.30337 0.0 -0.1 0.1 0.38
H -5.67695 5.91562 -0.42402 0.0 0.0 0.2 0.44
H -6.33114 7.41883 3.57420 0.0 -0.1 -0.2 0.44
H -6.52774 9.70085 2.66764 0.0 -0.1 0.0 0.39
C -0.31010 -8.47493 5.43378 0.0 0.0 0.0 -0.40
C -0.26905 -7.75427 4.24362 -0.1 -0.2 0.1 -0.56
C -1.12231 -8.08796 3.19772 0.0 0.1 -0.1 0.09
C -2.01776 -9.14466 3.35657 0.5 0.2 0.6 -0.03
C -2.05845 -9.87482 4.54294 -0.1 -0.1 0.0 -0.35
C -1.19925 -9.53554 5.58251 0.0 0.2 -0.2 -0.50
N -2.93592 -9.48416 2.26748 -0.3 -0.2 -0.3 0.93
O -2.85996 -8.83401 1.23275 -0.1 -0.3 0.5 -0.54
O -3.73024 -10.39572 2.45436 0.6 0.5 -0.1 -0.61
H 0.35391 -8.20792 6.25039 -0.1 0.0 -0.1 0.38
H 0.42709 -6.92946 4.13270 -0.1 -0.1 -0.1 0.42
H -1.08013 -7.51855 2.27608 -0.1 -0.2 0.1 0.36
H -2.74864 -10.70126 4.67264 0.0 0.2 -0.2 0.44
H -1.22466 -10.09544 6.51132 0.0 0.0 -0.1 0.38
C -6.66278 0.22473 2.16069 -0.1 0.0 0.0 -0.42
C -7.06280 1.17568 3.09442 -0.2 -0.2 0.0 -0.30
C -8.24281 0.99729 3.80892 0.0 0.0 0.0 -0.38
C -9.01330 -0.14194 3.58257 0.8 0.1 -0.4 -0.16
C -8.62218 -1.09407 2.64366 0.0 -0.1 0.0 -0.45
C -7.44181 -0.90580 1.93171 0.0 0.2 0.2 -0.55
N -10.24399 -0.34661 4.35079 -0.7 -0.1 0.4 1.01
O -10.56521 0.51902 5.15228 0.2 -0.4 -0.4 -0.59
O -10.87679 -1.37250 4.14942 0.4 0.5 0.0 -0.59
H -5.73773 0.36517 1.60898 -0.1 0.0 0.1 0.52
H -6.45259 2.05464 3.26719 -0.1 -0.2 0.0 0.65
H -8.54345 1.74579 4.53389 -0.1 -0.2 -0.1 0.47
H -9.21869 -1.98067 2.45836 0.0 0.2 0.2 0.45
H -7.12649 -1.64268 1.20030 -0.1 0.0 0.1 0.45
C -7.71920 -10.90472 0.97168 0.0 0.1 -0.1 -0.52
C -8.63897 -10.56184 -0.01622 0.2 0.1 0.0 -0.43
C -8.37133 -9.50566 -0.88056 -0.1 0.0 -0.1 -0.48
C -7.17510 -8.80191 -0.74854 -0.2 -0.6 0.5 0.08
C -6.25452 -9.13555 0.24300 0.1 0.1 0.0 -0.05
C -6.53135 -10.19051 1.10418 -0.3 -0.1 0.0 -0.35
N -6.87425 -7.70572 -1.67007 -0.2 0.2 -0.3 0.96
O -7.70894 -7.42448 -2.51663 0.6 -0.1 0.5 -0.61
O -5.79748 -7.13436 -1.54176 -0.8 -0.4 -0.1 -0.61
H -7.92896 -11.73357 1.64115 0.0 0.1 -0.1 0.39
H -9.56370 -11.12090 -0.11393 0.1 0.1 0.0 0.38
H -9.09537 -9.24850 -1.64581 0.2 0.1 0.0 0.43
H -5.32383 -8.58963 0.35511 -0.2 0.0 -0.2 0.34
H -5.81933 -10.45946 1.87729 -0.2 0.1 -0.3 0.42
```
Positions in Å, forces in eV/Å.

HOMO = -9.8 eV
calculated total energy = -122361.03092 eV
LUMO energy = -3.2 eV
Kohn-Sham gap = 6.7 eV
charge = +1